--- one ---
Formula: C2H3N2O2
Source: the Open Molecules 2025 dataset
Level of theory: wB97M-V/def2-TZVPD

CARTESIAN COORDINATES (ANGSTROEM)
1 C -0.0333 -0.2538 -0.5647
2 C -0.1521 0.1111 0.6603
3 N 0.2743 -1.5043 2.5494
4 N 0.0822 -0.8886 3.6216
5 O 0.0571 -1.7373 4.6138
6 O 0.0720 0.3384 3.8052
7 H -0.1793 0.6969 -1.2405
8 H 0.3129 -1.2374 -0.9224
9 H -0.3982 0.9976 1.0810

Computed properties:
M ... 87.06 g mol⁻¹
HOMO level (spin up / spin down) ... -3.8994 / -3.8726 eV
Charge ... -1

These are the Mulliken partial charges, in e, on atoms 1 to 2:
1 C -0.429
2 C -0.355

--- two ---
Formula: C2H3N2O2
Source: the Open Molecules 2025 dataset
Level of theory: wB97M-V/def2-TZVPD

CARTESIAN COORDINATES (ANGSTROEM)
1 C -0.2947 -0.0644 0.2061
2 C 0.3913 1.1354 0.7891
3 N 3.0361 1.1535 0.1983
4 N -0.6038 1.2682 -0.0657
5 O -1.5688 2.0140 -0.4118
6 O 3.4993 0.1817 -0.3369
7 H 0.1974 -0.6495 -0.7107
8 H -1.0046 -0.5024 0.7795
9 H 1.4807 1.3467 0.5951

Computed properties:
M ... 87.06 g mol⁻¹
HOMO level (spin up / spin down) ... -1.3240 / -2.4770 eV
Charge ... -1

These are the Mulliken partial charges, in e, on atoms 1 to 2:
1 C -0.320
2 C -0.296

--- three ---
Formula: C2H3N2O2
Source: the Open Molecules 2025 dataset
Level of theory: wB97M-V/def2-TZVPD

CARTESIAN COORDINATES (ANGSTROEM)
1 C -2.8113 -0.1676 0.6047
2 C 3.0430 -0.2386 -0.0407
3 N -1.7396 0.3153 0.4567
4 N -0.7900 0.8618 -0.0439
5 O 1.9831 -0.7682 0.3089
6 O 3.7103 0.6485 0.4817
7 H -3.5211 -0.2026 1.3894
8 H 0.1170 0.4066 0.0821
9 H 3.4887 -0.6656 -1.0466

Computed properties:
M ... 87.06 g mol⁻¹
HOMO level ... -4.0823 eV
Charge ... -1

These are the Mulliken partial charges, in e, on atoms 1 to 2:
1 C -0.307
2 C 0.019

--- four ---
Formula: C2H3N2O2
Source: the Open Molecules 2025 dataset
Level of theory: wB97M-V/def2-TZVPD

CARTESIAN COORDINATES (ANGSTROEM)
1 C 0.5249 -1.3398 0.1629
2 C -0.4595 0.9183 0.4648
3 N 0.1515 0.9122 -0.8436
4 N -0.1422 -0.2832 -0.1951
5 O 0.6468 -1.6890 1.3052
6 O 1.2213 -2.1804 -1.1291
7 H 0.0779 1.5260 1.3332
8 H -1.6275 1.0402 0.6375
9 H -0.3933 1.0958 -1.7358

Computed properties:
M ... 87.06 g mol⁻¹
HOMO level ... -2.8648 eV
Charge ... -1

These are the Mulliken partial charges, in e, on atoms 1 to 2:
1 C 0.383
2 C -0.057

Of them, the most stable is three and the least stable is two.

--- one ---
Formula: C2H3N2O2
Source: the Open Molecules 2025 dataset
Level of theory: wB97M-V/def2-TZVPD

CARTESIAN COORDINATES (ANGSTROEM)
1 C 1.8906 -0.4329 -0.6419
2 C -1.4613 1.2141 0.4938
3 N 2.8963 -0.5719 -1.2618
4 N 0.8471 -0.2900 0.1123
5 O -0.0642 -1.3921 -0.1119
6 O -1.8174 1.8579 1.4595
7 H -1.5993 0.2041 0.4655
8 H 0.5240 -2.2676 0.0086
9 H -1.2159 1.6786 -0.5242

Computed properties:
M ... 87.06 g mol⁻¹
HOMO level ... -3.0752 eV
Charge ... -1

These are the Mulliken partial charges, in e, on atoms 1 to 2:
1 C 0.421
2 C 0.088

--- two ---
Formula: C2H3N2O2
Source: the Open Molecules 2025 dataset
Level of theory: wB97M-V/def2-TZVPD

CARTESIAN COORDINATES (ANGSTROEM)
1 C 1.8148 0.1505 0.1111
2 C -1.2051 -0.1311 0.2390
3 N -1.5674 0.8761 -0.4895
4 N 0.7549 -0.4840 -0.2901
5 O 2.5310 1.1433 0.1553
6 O 1.9336 -1.1845 0.3890
7 H -1.0492 0.1567 1.2639
8 H -1.6319 -1.2187 0.0934
9 H -1.5806 0.6916 -1.4721

Computed properties:
M ... 87.06 g mol⁻¹
HOMO level ... -3.4950 eV
Charge ... -1

These are the Mulliken partial charges, in e, on atoms 1 to 2:
1 C 0.792
2 C -0.088

Of them, the most stable is one and the least stable is two.

--- one ---
Formula: CH3FP2
Source: the Open Molecules 2025 dataset
Level of theory: wB97M-V/def2-TZVPD

CARTESIAN COORDINATES (ANGSTROEM)
1 C -0.6922 0.2856 -0.3346
2 F -1.5728 0.5137 -1.2936
3 P -1.1328 -1.7040 1.5263
4 P 0.9558 0.1984 -1.0638
5 H -0.3288 -0.9058 2.2479
6 H 1.0493 1.5436 -1.2119
7 H 1.7216 0.0685 0.1297

Computed properties:
M ... 95.98 g mol⁻¹
HOMO level (spin up / spin down) ... -8.7562 / -7.6712 eV

These are the Mulliken partial charges, in e, on atoms 1 to 2:
1 C -0.027
2 F -0.141

--- two ---
Formula: CH3FP2
Source: the Open Molecules 2025 dataset
Level of theory: wB97M-V/def2-TZVPD

CARTESIAN COORDINATES (ANGSTROEM)
1 C -4.7641 0.4224 -0.0527
2 F -4.5625 1.6583 -0.1569
3 P -4.8060 -1.1246 -0.0796
4 P 0.3057 0.6092 0.2550
5 H 1.7147 0.5040 -0.0058
6 H 0.0243 1.0350 -1.0477
7 H 0.1234 -0.7617 -0.1042

Computed properties:
M ... 95.98 g mol⁻¹
HOMO level ... -9.9843 eV

These are the Mulliken partial charges, in e, on atoms 1 to 2:
1 C 0.421
2 F -0.165

--- three ---
Formula: CH3FP2
Source: the Open Molecules 2025 dataset
Level of theory: wB97M-V/def2-TZVPD

CARTESIAN COORDINATES (ANGSTROEM)
1 C 0.7624 0.7622 -0.6806
2 F 2.0082 1.1093 -0.4638
3 P -0.4023 1.2841 -1.7821
4 P -0.0330 -1.4289 1.0335
5 H -1.1008 0.0647 -1.4635
6 H 0.0962 -1.1145 2.4401
7 H -1.3306 -0.6768 0.9164

Computed properties:
M ... 95.98 g mol⁻¹
HOMO level (spin up / spin down) ... -8.7744 / -8.9005 eV

These are the Mulliken partial charges, in e, on atoms 1 to 2:
1 C 0.069
2 F -0.133

Of them, the most stable is two and the least stable is one.

--- one ---
Formula: CH3N2O2
Source: the Open Molecules 2025 dataset
Level of theory: wB97M-V/def2-TZVPD

CARTESIAN COORDINATES (ANGSTROEM)
1 C 0.8314 -1.1079 -1.2597
2 N -0.1720 1.1445 0.9729
3 N -1.3213 1.0578 1.4963
4 O 2.0334 -1.1672 -1.2445
5 O -0.0182 -1.5485 -2.0184
6 H 0.4752 0.8101 1.6051
7 H 0.3115 -0.4285 -0.4954
8 H -2.1399 1.2396 0.9437

Computed properties:
M ... 75.05 g mol⁻¹
HOMO level (spin up / spin down) ... -3.3333 / -3.3330 eV
Charge ... -1

These are the Mulliken partial charges, in e, on atoms 1 to 2:
1 C 0.391
2 N -0.193

--- two ---
Formula: CH3N2O2
Source: the Open Molecules 2025 dataset
Level of theory: wB97M-V/def2-TZVPD

CARTESIAN COORDINATES (ANGSTROEM)
1 C 1.1600 -1.1510 -0.8911
2 N -1.8171 1.0938 0.7646
3 N -2.0755 1.6779 1.7103
4 O 0.2591 -1.9067 -1.0326
5 O -2.0899 2.6455 2.4833
6 H 2.0174 -1.4320 -1.8054
7 H 1.6078 -0.7304 0.0991
8 H 0.9384 -0.1970 -1.3282

Computed properties:
M ... 75.05 g mol⁻¹
HOMO level ... -1.4447 eV
Charge ... -1

These are the Mulliken partial charges, in e, on atoms 1 to 2:
1 C -0.744
2 N -0.099

Of them, the most stable is one and the least stable is two.

--- one ---
Formula: H14NO5
Source: the Open Molecules 2025 dataset
Level of theory: wB97M-V/def2-TZVPD

CARTESIAN COORDINATES (ANGSTROEM)
1 N -0.7752 -0.9434 -0.3147
2 H -1.3438 -1.3286 -1.0599
3 H 0.2130 -1.1529 -0.3612
4 H -1.1215 -1.3380 0.5667
5 H -0.9764 0.0677 -0.3224
6 H -1.2186 5.5914 0.0536
7 H -2.4054 4.6743 -0.2057
8 O -1.4658 4.6888 -0.1822
9 H -0.5725 -4.3472 -0.8509
10 H -1.8643 -3.9771 -1.5813
11 O -1.0230 -3.6057 -1.2351
12 H 4.6140 -1.5108 -0.3799
13 H 3.9562 -2.3454 -1.4441
14 O 3.9773 -1.4493 -1.0964
15 H 0.7637 2.4861 0.6628
16 H -0.5600 3.0275 0.2933
17 O -0.0110 2.2523 0.1652
18 H 0.0898 -1.0889 3.1126
19 H -1.4527 -1.0347 2.7856
20 O -0.5843 -0.8220 2.4772

Computed properties:
M ... 108.11 g mol⁻¹
HOMO level ... -14.1495 eV
Charge ... +1

These are the Mulliken partial charges, in e, on atoms 1 to 2:
1 N -0.403
2 H 0.379

--- two ---
Formula: H14NO5
Source: the Open Molecules 2025 dataset
Level of theory: wB97M-V/def2-TZVPD

CARTESIAN COORDINATES (ANGSTROEM)
1 N -0.0511 0.8910 -0.5132
2 H 0.2554 -0.0261 -0.7195
3 H 0.6896 1.6395 -0.3787
4 H -0.6551 1.0900 -1.3190
5 H -0.6324 0.8489 0.3547
6 H -1.0866 -3.5419 -0.1507
7 H -0.4194 -4.0960 -1.4709
8 O -0.2907 -3.5910 -0.6449
9 H -1.0502 3.9224 0.4201
10 H -1.8350 3.4345 1.7540
11 O -1.0194 3.2229 1.1919
12 H 2.1804 -1.6428 3.9804
13 H 2.4000 -0.2659 3.6709
14 O 1.8463 -0.9147 3.4963
15 H 1.4937 -1.6697 0.6810
16 H 0.7826 -2.3963 -0.5972
17 O 1.0903 -1.5462 -0.2029
18 H -0.7026 1.1509 -3.6393
19 H -1.9057 1.9800 -3.1020
20 O -1.0900 1.5105 -2.8111

Computed properties:
M ... 108.11 g mol⁻¹
HOMO level ... -14.4274 eV
Charge ... +1

These are the Mulliken partial charges, in e, on atoms 1 to 2:
1 N -0.367
2 H 0.262

--- three ---
Formula: H14NO5
Source: the Open Molecules 2025 dataset
Level of theory: wB97M-V/def2-TZVPD

CARTESIAN COORDINATES (ANGSTROEM)
1 N -1.0632 1.3108 0.1626
2 H -1.1428 1.2593 1.1834
3 H -1.3169 0.4017 -0.2309
4 H -1.7954 1.8892 -0.2481
5 H -0.1193 1.5785 -0.1480
6 H 3.3026 -1.1158 -1.7519
7 H 4.6493 -1.0933 -1.0062
8 O 3.8037 -0.6363 -1.0844
9 H -1.8294 -3.7970 -3.2259
10 H -2.0914 -2.2763 -3.1356
11 O -1.8084 -3.0429 -2.6324
12 H -2.5494 -2.0906 1.2184
13 H -2.0255 -2.0552 -0.2082
14 O -2.2376 -1.4830 0.5389
15 H 2.3067 1.6456 1.2095
16 H 2.5864 0.8689 0.0041
17 O 1.8694 1.4157 0.3784
18 H -1.1754 2.9432 3.2955
19 H 0.2608 2.6075 3.0800
20 O -0.5961 2.5109 2.6492

Computed properties:
M ... 108.11 g mol⁻¹
HOMO level ... -14.5757 eV
Charge ... +1

These are the Mulliken partial charges, in e, on atoms 1 to 2:
1 N -0.391
2 H 0.367

--- four ---
Formula: H14NO5
Source: the Open Molecules 2025 dataset
Level of theory: wB97M-V/def2-TZVPD

CARTESIAN COORDINATES (ANGSTROEM)
1 N -2.3692 0.2515 -0.2468
2 H -3.1389 0.8984 -0.0582
3 H -2.1441 -0.2010 0.6472
4 H -2.5711 -0.3747 -1.0236
5 H -1.5308 0.7731 -0.5595
6 H 3.3268 -2.1354 0.4076
7 H 4.2278 -1.6992 1.4539
8 O 4.0495 -1.5015 0.5294
9 H -0.3487 2.7981 -1.7398
10 H 0.2839 2.5073 -0.4034
11 O -0.4214 2.1813 -1.0080
12 H 0.1744 -2.6469 -2.8027
13 H 1.4356 -1.9320 -3.1718
14 O 0.8309 -2.0498 -2.4336
15 H 2.3926 2.2905 -0.1985
16 H 2.0702 1.2879 0.8074
17 O 1.7704 2.1672 0.5298
18 H -2.8459 -1.6439 2.9657
19 H -2.5478 -0.2467 3.5620
20 O -2.6443 -0.7243 2.7429

Computed properties:
M ... 108.11 g mol⁻¹
HOMO level ... -13.9935 eV
Charge ... +1

These are the Mulliken partial charges, in e, on atoms 1 to 2:
1 N -0.381
2 H 0.378

Of them, the most stable is three and the least stable is two.

--- one ---
Formula: C9H16N2O
Source: the Open Molecules 2025 dataset
Level of theory: wB97M-V/def2-TZVPD

CARTESIAN COORDINATES (ANGSTROEM)
1 C -2.1614 2.0812 0.0005
2 C -2.0445 0.6154 -0.2970
3 C -3.1953 -0.0468 -1.0826
4 C -3.2609 -1.1432 -0.0431
5 C -2.2948 -0.3913 0.8515
6 C 1.5119 0.3457 1.6018
7 C 1.8965 0.8436 0.2020
8 C 1.1971 1.8765 -0.4372
9 C 2.9838 0.2561 -0.4190
10 H -3.0076 2.2730 0.6689
11 H -2.2904 2.6570 -0.9314
12 H -1.2480 2.4346 0.5018
13 H -1.0602 0.4147 -0.7691
14 H -4.1233 0.5328 -1.0723
15 H -2.9917 -0.4081 -2.1032
16 H -2.8008 0.0570 1.7203
17 H -1.4527 -0.9812 1.1917
18 H 1.3974 -0.7399 1.6343
19 H 0.5499 0.7619 1.9085
20 H 2.2510 0.6384 2.3511
21 H 3.4172 -1.1547 0.9795
22 H 1.7828 2.1123 -1.3677
23 H 3.4092 0.6989 -1.3303
24 H 4.5309 -1.7701 -1.4628
25 H 5.4822 -0.6569 -0.6697
26 N 3.6024 -0.8531 0.0178
27 N 4.7667 -1.3821 -0.5528
28 O -3.7780 -2.2307 0.0291

Computed properties:
M ... 168.24 g mol⁻¹
HOMO level ... -7.8507 eV

These are the Mulliken partial charges, in e, on atoms 1 to 2:
1 C -1.488
2 C 0.777

--- two ---
Formula: C9H16N2O
Source: the Open Molecules 2025 dataset
Level of theory: wB97M-V/def2-TZVPD

CARTESIAN COORDINATES (ANGSTROEM)
1 C -0.5222 -2.9534 2.2524
2 C -0.2608 -0.3710 1.8021
3 C -0.9843 0.3206 0.5582
4 C 0.1527 0.5772 -0.5899
5 C -0.3423 0.3203 -2.0098
6 C 0.0690 2.4142 -1.6754
7 C 0.4650 3.9124 -1.6686
8 C 1.2868 -0.4626 -0.0685
9 C 0.5365 -1.8960 0.3363
10 H -1.7365 -2.9494 1.9587
11 H -0.0242 -3.9981 1.7874
12 H -0.4943 -3.4356 3.4566
13 H -0.9570 -0.3922 2.8051
14 H 0.5516 0.3847 2.1156
15 H -1.5532 -0.6599 0.3271
16 H -1.6217 1.1931 1.0170
17 H -1.3546 -0.3849 -2.1945
18 H 0.5879 -0.4937 -2.4444
19 H 0.2539 4.2949 -2.7107
20 H -0.2580 4.3298 -1.0096
21 H 1.4334 4.0852 -1.5981
22 H 2.2255 -0.5845 -0.9272
23 H 1.9375 0.1713 0.6772
24 H 1.0643 -3.2435 -0.3627
25 H -0.6603 -1.9899 -0.2977
26 N 0.2207 -1.8548 1.6398
27 N -0.2180 1.6784 -2.6973
28 O 0.2025 1.9873 -0.4794

Computed properties:
M ... 168.24 g mol⁻¹
HOMO level ... -8.2653 eV

These are the Mulliken partial charges, in e, on atoms 1 to 2:
1 C -0.781
2 C -0.797

Of them, the most stable is one and the least stable is two.

--- one ---
Formula: CH4Br2N3O
Source: the Open Molecules 2025 dataset
Level of theory: wB97M-V/def2-TZVPD

CARTESIAN COORDINATES (ANGSTROEM)
1 C 0.7635 0.1918 -0.3596
2 N 2.0204 0.0323 -0.9472
3 N 0.3328 -0.8306 0.4223
4 N -2.2764 0.2553 0.8804
5 O 0.1253 1.2005 -0.4877
6 Br 2.8012 1.4212 -1.8110
7 Br 0.7702 -2.5215 0.4025
8 H 2.5982 -0.7883 -0.7836
9 H -2.2985 0.2957 1.8866
10 H -1.8234 1.0018 0.3711
11 H -3.0133 -0.2580 0.4261

Computed properties:
M ... 233.87 g mol⁻¹
HOMO level (spin up / spin down) ... -13.3384 / -13.1750 eV
Charge ... +1

These are the Mulliken partial charges, in e, on atoms 1 to 2:
1 C 0.871
2 N -0.322

--- two ---
Formula: CH4Br2N3O
Source: the Open Molecules 2025 dataset
Level of theory: wB97M-V/def2-TZVPD

CARTESIAN COORDINATES (ANGSTROEM)
1 C 1.5159 0.0579 -0.0040
2 N 2.5798 -0.6842 -0.0802
3 N 0.2542 -0.3871 -0.2894
4 N -0.9069 0.3821 -0.1164
5 O 1.7163 1.2989 0.3208
6 Br 4.3790 -0.0859 0.0150
7 Br -0.0686 -2.4545 0.0076
8 H 2.6208 -1.6519 -0.4073
9 H 1.2004 2.0577 0.3927
10 H -1.5970 0.2940 -0.8491
11 H -1.1116 0.7555 0.7309

Computed properties:
M ... 233.87 g mol⁻¹
HOMO level ... -14.2243 eV
Charge ... +1

These are the Mulliken partial charges, in e, on atoms 1 to 2:
1 C 0.920
2 N -0.394

Of them, the most stable is two and the least stable is one.